(1)
Below is a structure of composition C42H41NO4P2Pd in a non-equilibrium geometry, with properties calculated with wB97M-V/def2-TZVPD.

The expectation value of S² is 6.0235. The electronic energy comes out at -2790.3407 Eh. The value obtained for the energy above the lowest of the compared OMol25 structures with the same formula, charge and spin is 1.426 eV. As for the net charge: +2. As for the spin multiplicity: 5. As for the frontier orbital gap (spin up / spin down): 5.7 / 2.9 eV.

Geometry (Å):
Pd1 0.07146 0.32813 -1.39686
C1 -1.93533 1.01919 -5.41556
C2 -1.91612 -0.31080 -5.28416
C3 -1.36251 -1.21713 -6.33457
C4 -0.00396 -0.78152 -6.95921
C5 0.94813 -0.04296 -6.06748
C6 0.87676 1.25903 -5.77682
C7 0.01127 2.18516 -6.59283
C8 -1.46316 1.75106 -6.63388
C9 1.38256 0.36633 0.26088
H1 -2.44079 1.66381 -4.69223
H2 -2.59633 -0.82365 -4.58538
H3 -2.10204 -1.29480 -7.15316
H4 -1.26128 -2.23492 -5.94526
H5 0.50178 -1.70894 -7.30816
H6 -0.21941 -0.18190 -7.86094
H7 1.82060 -0.63998 -5.78262
H8 1.54655 1.75901 -5.07451
H9 0.36958 2.24185 -7.64201
H10 0.07241 3.20799 -6.19321
H11 -2.08833 2.64616 -6.77119
H12 -1.61385 1.10437 -7.50862
H13 0.97885 1.22179 0.82293
H14 2.46366 0.46141 0.04227
H15 1.12971 -0.60237 0.71736
P1 -1.49461 -0.88676 -2.47640
P2 2.03446 -0.09663 -2.51992
C10 -0.17195 -1.66689 -3.47548
C11 1.18221 -1.37765 -3.47794
C12 -2.48141 -2.30186 -1.97538
C13 -2.86996 -3.26724 -2.92604
C14 -3.64033 -4.35991 -2.52641
C15 -4.07336 -4.48105 -1.20159
C16 -3.72704 -3.49117 -0.26766
C17 -2.91147 -2.42803 -0.64571
C18 -2.71064 0.50870 -2.49060
C19 -2.25287 1.83145 -2.31502
C20 -3.11997 2.91203 -2.42547
C21 -4.47241 2.69694 -2.69227
C22 -4.95276 1.38994 -2.80487
C23 -4.09091 0.29517 -2.67597
C24 3.41996 -0.99863 -1.79770
C25 3.15011 -2.23394 -1.17463
C26 4.20284 -3.07649 -0.81089
C27 5.52802 -2.67683 -1.03515
C28 5.79542 -1.38899 -1.51556
C29 4.75241 -0.54180 -1.89075
C30 2.58397 1.64086 -2.74195
C31 2.13760 2.58581 -1.79161
C32 2.46902 3.93290 -1.89208
C33 3.20024 4.38770 -2.99610
C34 3.63038 3.46752 -3.95968
C35 3.42245 2.09373 -3.78910
H16 -0.51023 -2.56770 -4.00204
H17 1.86340 -2.02042 -4.05907
H18 -2.56271 -3.15486 -3.96715
H19 -3.91382 -5.11793 -3.26198
H20 -4.68746 -5.33540 -0.89436
H21 -4.09529 -3.54486 0.76058
H22 -2.60021 -1.68536 0.08978
H23 -1.18062 2.01249 -2.12423
H24 -2.73077 3.92248 -2.32285
H25 -5.14192 3.54979 -2.81929
H26 -6.00938 1.21461 -3.00757
H27 -4.47686 -0.72317 -2.74936
H28 2.11133 -2.53651 -1.00983
H29 3.99036 -4.04900 -0.36949
H30 6.34636 -3.37447 -0.82838
H31 6.82937 -1.05228 -1.61318
H32 4.95669 0.45838 -2.27566
H33 1.52644 2.25347 -0.94615
H34 2.15933 4.61653 -1.10001
H35 3.43646 5.44969 -3.09030
H36 4.14741 3.81326 -4.85612
H37 3.85091 1.38142 -4.50308
O1 -1.25340 2.06794 1.18513
C36 -1.43983 0.84617 1.38619
O2 -1.42259 -0.08592 0.48279
C37 -1.59247 0.43824 2.85983
C38 -1.53456 -0.90484 3.30392
C39 -1.57250 -1.21679 4.66637
C40 -1.63518 -0.18428 5.62534
C41 -1.72036 1.15423 5.20079
C42 -1.67980 1.45641 3.84170
N1 -1.60016 -0.46824 7.03280
O3 -1.50198 -1.65799 7.40946
O4 -1.66196 0.49628 7.83391
H38 -1.44383 -1.70849 2.56790
H39 -1.56092 -2.23991 5.03250
H40 -1.82240 1.91813 5.96142
H41 -1.69717 2.50686 3.55745

***

(2)
Below is an isolated molecule of C10H15NOP2 in a non-equilibrium geometry, with properties calculated with wB97M-V/def2-TZVPD.

The electronic energy comes out at -1202.6721 Eh. The value obtained for the energy above the lowest of the compared OMol25 structures with the same formula, charge and spin is 0.000 eV. As for the structure (SMILES): C=P(C)(C)/N=P/c1ccc(OC)cc1. As for the frontier orbital gap: 7.4 eV.

Geometry (Å):
C1 2.56191 -0.60302 0.13613
C2 3.28348 1.67533 -0.16565
C3 1.25150 -0.17560 0.09404
C4 1.97073 2.09133 -0.20837
C5 3.59506 0.32471 0.01127
C6 0.93500 1.16688 -0.07646
C7 -4.33389 0.18602 1.62863
C8 5.29104 -1.32596 0.24405
C9 -4.24219 0.83568 -1.19233
C10 -3.28484 -1.75338 -0.24265
N1 -1.52110 0.35222 -0.11300
O1 4.91896 0.01777 0.04918
P1 -0.81596 1.73303 -0.11726
P2 -3.43762 -0.00350 0.20735
H1 2.76901 -1.65284 0.27063
H2 4.09521 2.37873 -0.26297
H3 0.44401 -0.88474 0.19598
H4 1.74158 3.13740 -0.34302
H5 -3.96308 -0.41658 2.44963
H6 -4.52366 1.21460 1.90485
H7 6.37856 -1.33311 0.26262
H8 4.93917 -1.96338 -0.57359
H9 4.91106 -1.71350 1.19525
H10 -3.55972 0.88605 -2.03893
H11 -5.13571 0.27077 -1.45636
H12 -4.52347 1.84359 -0.88653
H13 -2.57495 -2.22435 0.43581
H14 -4.25823 -2.23381 -0.14672
H15 -2.91185 -1.83035 -1.26158

***

(3)
Below is a structure of composition C3H4ClF in a non-equilibrium geometry, with properties calculated with wB97M-V/def2-TZVPD.

The electronic energy comes out at -676.6137 Eh. The value obtained for the energy above the lowest of the compared OMol25 structures with the same formula, charge and spin is 3.477 eV. As for the frontier orbital gap (spin up / spin down): 6.9 / 7.4 eV.

Geometry (Å):
C1 0.08354 -1.38505 -0.09838
C2 0.48155 1.13316 0.46124
C3 -0.00341 0.06467 -0.32104
F1 1.13209 2.06274 -0.13912
Cl1 -2.26333 0.22071 0.03117
H1 -0.25924 -2.12283 -0.81350
H2 0.69972 -1.72556 0.73327
H3 0.22809 1.46924 1.50705
H4 -0.09900 0.28291 -1.36070

***

(4)
Below is the ion C5H11NO3P with charge +1 in a non-equilibrium geometry, with properties calculated with wB97M-V/def2-TZVPD.

The electronic energy comes out at -818.6896 Eh. The value obtained for the energy above the lowest of the compared OMol25 structures with the same formula, charge and spin is 3.585 eV. As for the net charge: +1. As for the structure (SMILES): C[C@H]1C[NH+]=P2(OCCO2)O1. As for the frontier orbital gap: 10.9 eV.

Geometry (Å):
C1 1.66865 -1.34164 0.39237
C2 -2.87859 0.90343 -0.07919
C3 -3.12973 -0.56755 -0.31361
C4 1.89457 -0.31667 -0.70623
C5 2.26153 1.07297 -0.09904
N1 0.32540 -1.03809 1.05411
O1 -1.50645 0.89783 0.43384
O2 -1.82197 -1.10762 -0.63468
O3 0.66083 -0.35415 -1.45184
P1 -0.61354 -0.32811 -0.04909
H1 1.70852 -2.38451 -0.11973
H2 2.33609 -1.37118 1.16069
H3 -3.04322 1.68309 -0.85806
H4 -3.45476 1.33666 0.73714
H5 -3.66118 -1.12481 0.58466
H6 -3.77340 -0.83357 -1.20108
H7 2.75071 -0.76046 -1.45391
H8 2.03212 1.81273 -0.86812
H9 3.28674 1.02546 0.13495
H10 1.62054 1.42045 0.63952
H11 0.00310 -1.70881 1.69971

***

(5)
Below is a cluster of 4 separate species, C23H18F3N2O15S in total in a non-equilibrium geometry, with properties calculated with wB97M-V/def2-TZVPD.

The electronic energy comes out at -2822.6104 Eh. The value obtained for the energy above the lowest of the compared OMol25 structures with the same formula, charge and spin is 0.000 eV. As for the net charge: +1. As for the frontier orbital gap: 6.6 eV.

Geometry (Å):
C1 -1.95151 2.67188 0.93859
C2 -2.64547 3.44263 0.05688
C3 -2.00115 4.35506 -0.93139
N1 -0.69998 3.75752 -1.41291
O1 0.33633 4.75433 -1.51306
C4 1.40187 4.45383 -0.79492
N2 2.28012 4.11602 -0.14643
S1 -0.71854 2.93697 -3.07335
O2 0.49708 2.20421 -3.06220
O3 -0.98307 3.91917 -4.05392
C5 -2.10137 1.66698 -2.90040
F1 -1.86139 0.99999 -1.78958
F2 -1.97499 0.90675 -3.94832
F3 -3.27526 2.24698 -2.84913
H1 -1.26977 1.90298 0.57027
H2 -1.97089 2.78499 2.01517
H3 -3.73652 3.43447 0.04897
H4 -2.64344 4.56903 -1.79183
H5 -1.74396 5.32495 -0.49855
H6 -0.36656 3.01928 -0.74640
C6 0.70013 -0.65547 1.19671
C7 1.22983 -1.88797 1.08616
C8 2.54213 -2.12854 0.37202
O4 2.95239 -3.27016 0.33456
C9 3.22237 -0.99387 -0.21841
C10 2.69333 0.23082 -0.10837
C11 1.39270 0.46564 0.61894
O5 0.96387 1.61783 0.68195
O6 3.26522 1.31420 -0.62062
O7 0.66727 -2.96939 1.57688
H7 -0.23971 -0.47188 1.70129
H8 4.15129 -1.18140 -0.73726
H9 2.71634 2.08290 -0.38063
H10 1.26105 -3.71833 1.36054
C12 3.87939 -4.31752 -5.75424
C13 3.41514 -3.29342 -5.02704
C14 2.76858 -3.49313 -3.67728
O8 2.39390 -2.48839 -3.08983
C15 2.62755 -4.83370 -3.16428
C16 3.08929 -5.86467 -3.89052
C17 3.75794 -5.66569 -5.23357
O9 4.15566 -6.66253 -5.80303
O10 3.00591 -7.12440 -3.50698
O11 3.47903 -2.02611 -5.41527
H11 4.34517 -4.18436 -6.72025
H12 2.15303 -4.96555 -2.20234
H13 3.41931 -7.65822 -4.21578
H14 3.07647 -1.50361 -4.69475
C18 -2.51595 0.40643 6.87907
C19 -2.07183 0.50846 5.61990
C20 -2.94854 1.00801 4.49694
O12 -2.44120 1.08095 3.38256
C21 -4.31278 1.36469 4.78456
C22 -4.76661 1.26186 6.04634
C23 -3.88343 0.78351 7.18018
O13 -4.38463 0.74380 8.28499
O14 -5.99658 1.56306 6.40490
O15 -0.83759 0.18686 5.25284
H15 -1.89509 0.05192 7.68944
H16 -4.93661 1.70532 3.97044
H17 -6.05545 1.40053 7.36917
H18 -0.78100 0.35858 4.29462

***

(6)
Below is a cluster of 2 separate species, C5H6ClNO in total in a non-equilibrium geometry, with properties calculated with wB97M-V/def2-TZVPD.

The electronic energy comes out at -784.2587 Eh. The value obtained for the energy above the lowest of the compared OMol25 structures with the same formula, charge and spin is 1.716 eV. As for the structure (SMILES): [H]/N=c1/cccco1.Cl. As for the frontier orbital gap: 9.0 eV.

Geometry (Å):
C1 -2.02152 0.75008 0.56814
C2 -1.84773 -0.33378 1.46752
C3 -1.06791 1.11069 -0.32859
C4 -0.79493 -1.13207 1.14271
C5 0.11801 0.19298 -0.58926
N1 1.10774 0.51933 -1.30468
O1 0.10239 -0.94827 0.17812
Cl1 5.03171 -0.82232 -2.06452
H1 -2.88520 1.30946 0.50810
H2 -2.51682 -0.45288 2.27040
H3 -1.36318 1.90315 -0.97753
H4 -0.48911 -1.98613 1.69233
H5 4.79350 0.02863 -1.18691
H6 1.83306 -0.13889 -1.37583